# 1
Molecular formula: C2H5O6P
Method: DFT, wB97M-V/def2-TZVPD

Output
E_HOMO: -0.405 Ha

Geometry (Å):
O  2.923  -0.102  0.744
C  1.989  -0.130  0.041
O  1.831  -1.092  -0.915
C  0.860  0.920  0.068
O  -0.259  0.500  -0.721
P  -1.601  0.250  0.140
O  -1.858  1.232  1.177
O  -2.800  0.329  -0.939
O  -1.684  -1.269  0.690
H  2.121  -1.925  -0.514
H  1.275  1.808  -0.436
H  0.617  1.202  1.098
H  -2.507  -0.250  -1.668
H  -0.908  -1.476  1.232

Atomic partial charges in e from the Mulliken method, atoms 1 to 2: -0.49, 0.51


# 2
Molecular formula: C2H5OPS
Method: DFT, wB97M-V/def2-TZVPD

Output
E_HOMO: -0.304 Ha

Geometry (Å):
C  -0.801  0.328  -1.083
C  1.307  -0.479  -0.103
O  -0.616  0.314  1.456
P  0.244  1.039  0.325
S  0.684  -0.494  -1.806
H  -1.412  -0.405  -0.583
H  -1.413  0.961  -1.723
H  2.308  -0.333  -0.069
H  1.030  -1.321  0.506
H  -1.388  0.801  1.671

Atomic partial charges in e from the Mulliken method, atoms 1 to 2: -0.56, -0.58


Here are the calculated energy numbers, same order: -23731.7499 -24325.9601 (eV).
Here are the calculated largest force on an atom numbers, same order: 0.0472 0.0615 (hartree/bohr).
Here are the calculated energy above the lowest of the compared OMol25 structures with the same formula, charge and spin numbers, same order: 0.000 0.279 (eV).